[1]
Formula: C3H5AsF6KNO8
Source: OMol25
Level of theory: ωB97M-V/def2-TZVPD

Each line ends with the natural charge from an NBO analysis.
Atoms and positions in Å:
K 24.146 0.978 -4.700  0.969
As 26.181 2.313 -8.273  2.795
F 26.755 3.703 -9.182  -0.628
F 27.230 1.154 -9.155  -0.635
F 25.440 1.043 -7.268  -0.646
F 25.238 3.515 -7.226  -0.626
F 24.873 2.161 -9.524  -0.635
F 27.513 2.532 -7.112  -0.623
O 20.146 3.129 -4.363  -0.764
C 21.266 3.402 -3.658  0.939
O 21.952 2.339 -3.458  -0.911
O 21.612 4.554 -3.520  -0.722
H 20.136 2.177 -4.481  0.466
O 26.769 4.433 -2.399  -0.752
C 25.701 3.662 -2.519  0.899
O 25.045 3.551 -1.454  -0.830
O 25.435 3.097 -3.547  -0.793
H 26.380 4.326 -1.528  0.487
C 23.230 -3.615 -6.414  -0.481
N 23.903 -2.360 -5.920  0.516
O 23.586 -1.778 -4.892  -0.410
O 24.832 -1.910 -6.586  -0.341
H 23.522 -3.951 -7.409  0.243
H 22.226 -3.192 -6.458  0.239
H 23.542 -4.153 -5.519  0.241

Cartesian forces (eV/Å) of the 6 atoms listed first:
K 0.0 1.4 0.4
As -0.4 2.0 1.3
F 0.1 -0.8 0.0
F -1.2 0.8 0.6
F 0.5 0.3 -0.8
F 0.8 -1.8 -1.7

Calculated values
**Total energy**: -114533.6387 eV
**Orbital gap**: 5.17 eV
**HOMO level**: -1.8 eV
**Total charge**: -2
**2S+1**: 1

[2]
Formula: C3H5B
Source: OMol25
Level of theory: ωB97M-V/def2-TZVPD

Each line ends with the natural charge from an NBO analysis.
Atoms and positions in Å:
B 1.499 0.051 -0.011  0.695
C -1.168 0.489 0.545  -0.133
C -1.145 -0.380 -0.455  -0.132
C 0.075 -0.343 0.473  -0.717
H 2.279 -0.756 -0.041  -0.154
H 1.803 1.676 -1.370  -0.235
H -1.885 0.934 1.184  0.234
H -1.450 -0.526 -1.452  0.237
H -0.008 -1.145 1.128  0.204

Cartesian forces (eV/Å) of the 6 atoms listed first:
B -2.2 2.3 -2.3
C -1.1 -2.5 -2.4
C 0.4 3.5 1.7
C 0.9 1.4 -0.4
H 1.8 -0.8 0.1
H -0.5 -2.4 2.2

Calculated values
**Total energy**: -3860.9983 eV
**Orbital gap (spin up / spin down)**: 8.77 / 8.77 eV
**HOMO level (spin up / spin down)**: -9.0 / -9.0 eV
**2S+1**: 1

In order of appearance, energy relative to the best compared isomer or geometry (same formula, charge and spin) = 69.2 114.0 kcal per mole.